Below is the molecule CH2O3P2, with properties calculated with the ωB97M-V functional and the def2-TZVPD basis.

XYZ file:
```
8
Properties=species:S:1:pos:R:3
C -0.80 -0.55 0.26
O -2.97 2.04 0.54
O -2.44 0.58 -1.67
O -1.16 -1.53 -2.36
P -3.38 1.65 -0.80
P -1.16 -0.48 -1.39
H 0.13 -0.91 0.43
H -1.03 0.36 0.87
```

Its energy is -25789.502 eV. Its highest occupied orbital energy (spin up / spin down) is -9.84 / -9.84 eV. Its energy above the lowest of the compared OMol25 structures with the same formula, charge and spin is 80.6 kJ/mol.